(1)
The following is a quantum chemistry calculation of a cluster of 2 separate species, H2N5O2 in total in a non-equilibrium geometry, from the OMol25 dataset.

Highest occupied orbital energy (eV): -3.34
Energy (eV): -11572.337
Strongest force on any atom (eV/A): 2.902
Spin multiplicity: 1
Charge: -1
LUMO (eV): 4.45
HOMO-LUMO gap (eV): 7.785

Each line ends with the natural charge from an NBO analysis.
Cartesian coordinates (Å):
O  2.06243  -0.96638  2.68203  -0.54
O  -2.20770  0.24957  -3.18947  -0.62
N  0.99131  -0.33596  0.90924  -0.57
N  -0.80635  1.12583  -0.21691  -0.46
N  0.99942  -0.51786  2.17367  0.19
N  -1.87009  0.16918  -2.00053  0.11
N  -1.15695  0.72876  -1.27112  0.16
H  0.04034  0.14800  0.44458  0.41
H  1.94758  -0.60114  0.46852  0.33

***

(2)
The following is a quantum chemistry calculation of a structure of composition C8H24NNaO7S4 in a non-equilibrium geometry, from the OMol25 dataset.

Highest occupied orbital energy (eV): -7.68
Energy (eV): -72259.653
Strongest force on any atom (eV/A): 5.802
Spin multiplicity: 1
LUMO (eV): 0.23
HOMO-LUMO gap (eV): 7.910

Each line ends with the natural charge from an NBO analysis.
Cartesian coordinates (Å):
S  -3.21254  -1.11641  -0.67745  1.18
S  1.07009  2.33831  -3.13742  1.17
S  -0.14445  -2.11736  2.54968  1.25
S  -0.26807  2.81276  1.94677  1.17
Na  -0.23799  0.28959  -0.10046  0.88
O  1.35592  -1.72882  -0.71908  -0.61
O  -2.41837  0.18056  -0.86089  -0.96
O  0.33371  1.82029  -1.88400  -0.99
O  2.42949  0.03405  -0.28815  -0.58
O  3.35180  -1.58907  -1.14617  -0.50
O  -1.24065  1.91828  1.13408  -0.96
O  -0.36712  -0.77182  1.89592  -0.99
N  2.37511  -1.06377  -0.75995  0.73
C  -4.30784  -1.42798  -2.15092  -0.82
C  0.84354  3.74121  0.83471  -0.81
C  1.31100  -1.96938  3.65184  -0.83
C  2.76961  1.51256  -3.13886  -0.78
C  -2.02420  -2.58630  -0.81887  -0.80
C  1.01183  1.78128  2.77554  -0.83
C  -1.28632  -2.29412  3.99902  -0.81
C  0.37863  1.45207  -4.60820  -0.80
H  1.39045  0.99873  2.11799  0.26
H  0.84229  1.91567  -5.47894  0.22
H  -5.28352  -1.01968  -1.88740  0.23
H  1.35549  -2.62086  4.52459  0.23
H  -4.42530  -2.46692  -2.45901  0.23
H  0.58002  0.38147  -4.57153  0.23
H  -4.00224  -0.87216  -3.03736  0.24
H  2.58241  0.43877  -3.14387  0.24
H  1.46541  4.44417  1.38901  0.23
H  -1.66684  -2.89375  0.16392  0.23
H  2.24501  -2.07734  3.10041  0.25
H  -0.69669  1.62960  -4.62469  0.24
H  0.46952  1.36380  3.62390  0.23
H  1.85847  2.29247  3.23377  0.23
H  1.35338  -0.95186  4.04037  0.23
H  -2.30244  -2.57833  3.72545  0.24
H  3.31019  1.75319  -4.05427  0.22
H  0.22619  4.32894  0.15534  0.25
H  -2.40551  -3.49640  -1.28193  0.23
H  -0.90684  -3.05798  4.67770  0.23
H  -1.19397  -2.18008  -1.39663  0.26
H  1.47733  2.97224  0.39303  0.25
H  3.32113  1.83365  -2.25521  0.26
H  -1.31725  -1.35313  4.54827  0.23

***

(3)
The following is a quantum chemistry calculation of an isolated molecule of C6H10 in a non-equilibrium geometry, from the OMol25 dataset.

Expectation value of S²: 2.008
Highest occupied orbital energy (spin up / spin down) (eV): -4.39 / -10.21
Energy (eV): -6376.671
Strongest force on any atom (eV/A): 9.530
Spin multiplicity: 3
LUMO (spin up / spin down) (eV): 1.06 / -1.31
HOMO-LUMO gap (spin up / spin down) (eV): 5.444 / 8.903

Each line ends with the Löwdin spin population.
Cartesian coordinates (Å):
C  0.59631  2.24316  -1.09802  0.12
C  -1.28679  -0.92547  0.21079  0.09
C  -0.82073  -2.41512  0.27852  0.03
C  0.47180  1.14526  -0.12489  0.67
C  1.24659  0.51862  0.94401  0.19
C  -0.12964  0.09757  0.36156  0.70
H  1.96806  -0.19837  0.73475  0.04
H  1.45765  1.07949  1.80598  0.03
H  -1.95196  -0.69128  1.09317  0.04
H  1.27745  3.06575  -0.64357  0.01
H  -1.72824  -0.62613  -0.74892  0.00
H  -1.41967  -3.07872  0.88026  0.00
H  -0.75209  -2.70382  -0.80691  0.00
H  -0.30196  2.83746  -1.47685  0.01
H  0.27014  -2.27885  0.63078  0.00
H  1.10309  1.93044  -2.04067  0.05

***

(4)
The following is a quantum chemistry calculation of the ion C5H7BrNS with charge +1 in a non-equilibrium geometry, from the OMol25 dataset.

Highest occupied orbital energy (eV): -13.07
Structure (SMILES): [NH3+][C@@H](Br)c1cccs1
Energy (eV): -87657.522
Strongest force on any atom (eV/A): 5.075
Spin multiplicity: 1
Charge: +1
LUMO (eV): -3.93
HOMO-LUMO gap (eV): 9.136

Each line ends with the natural charge from an NBO analysis.
Cartesian coordinates (Å):
Br  -2.25346  0.77354  1.79231  0.10
S  0.92802  -1.10616  -0.48218  0.36
N  -1.92190  -1.30053  -0.17984  -0.75
C  0.97600  1.40511  0.23566  -0.23
C  2.44240  -0.26451  -0.27880  -0.35
C  -1.53418  0.16608  0.03445  -0.12
C  0.15726  0.34989  0.07851  -0.24
C  2.33993  1.02566  0.06827  -0.24
H  0.59683  2.41758  0.70975  0.27
H  3.18999  1.57053  0.36632  0.26
H  -2.93829  -1.43579  -0.29831  0.45
H  -2.10218  0.62641  -0.85758  0.25
H  -1.78516  -1.98809  0.62449  0.48
H  -1.48075  -1.47040  -1.16985  0.47
H  3.38549  -0.76933  -0.64322  0.27

***

(5)
The following is a quantum chemistry calculation of the ion C5H9N2 with charge +1 in a non-equilibrium geometry, from the OMol25 dataset.

Highest occupied orbital energy (eV): -14.11
Structure (SMILES): C[C@@H]1CN[C@@H]2C=[N+]12
Energy (eV): -8300.244
Strongest force on any atom (eV/A): 4.786
Spin multiplicity: 1
Charge: +1
LUMO (eV): -5.77
HOMO-LUMO gap (eV): 8.336

Each line ends with the natural charge from an NBO analysis.
Cartesian coordinates (Å):
N  0.82366  -0.92081  -1.36323  -0.61
N  0.05076  1.08479  -0.45386  -0.22
C  1.33397  1.38344  -0.57874  0.26
C  0.04560  -1.19760  -0.11820  -0.24
C  0.81000  0.43292  -1.55305  0.11
C  -1.11316  0.38356  1.72629  -0.62
C  -0.78608  0.02662  0.27172  -0.02
H  -1.55486  -0.51381  2.11478  0.25
H  -1.76365  1.24308  1.71192  0.25
H  0.73458  -1.60362  0.51985  0.22
H  1.92321  1.84250  0.15408  0.25
H  1.62496  -1.51511  -1.58939  0.44
H  0.65372  0.90294  -2.51746  0.23
H  -1.72079  -0.09613  -0.24210  0.24
H  -0.72011  -2.03773  -0.49101  0.25
H  -0.34181  0.58495  2.40840  0.23

***

(6)
The following is a quantum chemistry calculation of a structure of composition C32H30N4ReSe2 in a non-equilibrium geometry, from the OMol25 dataset.

Expectation value of S²: 0.760
Highest occupied orbital energy (spin up / spin down) (eV): -13.45 / -13.10
Energy (eV): -172434.464
Strongest force on any atom (eV/A): 2.900
Spin multiplicity: 2
Charge: +2
LUMO (spin up / spin down) (eV): -6.95 / -6.93
HOMO-LUMO gap (spin up / spin down) (eV): 6.501 / 6.170

Each line ends with the Löwdin spin population.
Cartesian coordinates (Å):
Re  -2.05153  0.19613  -0.33948  0.86
Se  -4.11887  1.00277  0.77678  0.01
Se  -3.04845  0.98167  -2.47435  0.01
N  7.23054  -2.65240  3.82398  0.00
N  -1.12887  -0.27863  1.51486  0.01
N  -0.03636  1.28814  -1.51943  0.00
N  -0.85308  -1.70906  -0.95246  0.01
C  2.37550  0.96763  -1.49762  0.00
C  2.50232  -1.39688  1.68516  0.00
C  0.17691  -1.08183  3.24336  0.01
C  1.00820  -2.12488  -2.42463  0.00
C  1.35692  -0.66114  -0.42617  0.00
C  3.03231  -0.61886  2.72007  0.00
C  -5.04658  -0.71901  0.90004  0.01
C  -3.20251  -0.39467  -3.84030  0.01
C  2.79130  -0.44834  -1.01635  0.00
C  0.69780  1.93913  0.31909  0.01
C  -4.96779  1.14447  -2.02634  0.00
C  1.25609  -0.99134  1.03466  0.00
C  -0.93289  3.58760  -0.46866  0.01
C  -0.65796  4.26572  0.72459  0.00
C  0.15222  -0.79865  1.82727  0.00
C  1.10002  0.86511  -0.64989  0.00
C  0.49633  1.42861  -2.82434  0.00
C  2.40584  -2.11488  -2.77123  0.00
C  -1.01166  -0.67486  3.76453  0.00
C  4.24380  -0.93895  3.29185  0.00
C  0.51480  -1.52926  -1.32953  0.00
C  -0.25632  2.40175  -0.60497  0.01
C  4.37684  -2.89398  1.87087  0.00
C  4.92407  -2.08030  2.86607  0.00
C  0.23848  3.78764  1.66910  0.01
C  -5.16742  1.80291  -0.67945  0.00
C  3.19204  -2.53805  1.26134  0.00
C  0.96634  2.60686  1.48257  0.00
C  6.19462  -2.39905  3.41012  0.00
C  1.80382  1.17556  -2.87215  0.00
C  -1.76894  -0.19407  2.67469  0.02
C  3.26679  -1.37672  -2.07003  0.00
H  4.89257  -3.79641  1.58144  0.00
H  3.09689  1.75320  -1.26406  0.00
H  -3.75760  0.01477  -4.68299  0.00
H  2.40993  1.17545  -3.75937  0.00
H  2.50613  0.26626  3.04278  0.00
H  -5.39086  0.13924  -2.06388  0.00
H  2.78422  -3.15472  0.47474  0.00
H  -1.33650  -0.71346  4.78544  0.00
H  -0.14779  1.72459  -3.63497  0.00
H  -4.85954  2.85059  -0.71252  0.00
H  -5.00587  -1.23894  -0.05595  0.00
H  -1.14666  5.21111  0.89607  0.00
H  -2.77908  0.18335  2.75148  0.00
H  3.53033  -0.34788  -0.22061  0.00
H  0.98439  -1.55852  3.75865  0.00
H  4.32386  -1.39011  -2.27081  0.00
H  -1.32804  -2.24007  -1.68625  0.00
H  -4.55438  -1.31932  1.66306  0.00
H  2.72982  -2.76008  -3.57062  0.00
H  4.66383  -0.31570  4.06555  0.00
H  0.35411  -2.72416  -3.04107  0.00
H  -5.43585  1.74701  -2.80854  0.00
H  -1.60330  3.98464  -1.21483  0.00
H  0.40591  4.36612  2.56348  0.00
H  -3.71028  -1.26975  -3.44116  0.00
H  -6.21459  1.75582  -0.37051  0.00
H  -2.19628  -0.65388  -4.16680  0.00
H  1.70505  2.28406  2.19819  0.00
H  -6.07518  -0.53665  1.19905  0.00
H  -0.89993  -2.26246  -0.08857  0.00